No. 1
36
Properties=species:S:1:pos:R:3 method="wB97M-V/def2-TZVPD" lumo_ev=0.8 smiles="CCN(C)C(C)=O.CCc1ccccc1" charge=0 e_tot_ev=-17356.9392
H 4.00 -0.65 1.87
C 5.15 -0.73 -0.92
H 5.68 -0.61 -1.93
C -2.89 3.23 1.40
H 5.48 -1.76 -0.74
H -3.46 0.07 2.51
C -3.20 2.24 2.29
H 3.58 -1.95 -2.32
C 2.90 -0.11 0.07
C 3.54 0.28 1.45
C -3.33 0.89 1.82
C -4.16 -1.86 0.88
O 1.70 -0.02 0.15
C -2.86 1.60 -0.39
H -3.63 2.48 3.26
H -4.13 -1.58 1.95
H -2.48 -1.26 -0.29
H -4.11 -0.74 -0.98
H 1.52 -2.05 -3.10
H -2.10 3.51 -0.65
N 3.76 -0.59 -0.90
H 3.26 -0.26 -3.04
C -3.48 -0.81 -0.05
H 4.30 1.05 1.48
H -3.83 -2.87 0.61
H -2.67 4.25 1.68
C 3.07 -0.94 -2.20
C -2.65 2.92 0.06
H 0.98 -0.55 -1.99
H -2.70 1.39 -1.48
H 5.87 -0.14 -0.31
C -3.27 0.60 0.46
H 2.59 0.46 2.04
H -5.24 -1.98 0.75
C 1.59 -1.45 -2.13
H 1.20 -2.06 -1.33

---

No. 2
31
Properties=species:S:1:pos:R:3 method="wB97M-V/def2-TZVPD" lumo_ev="-4.3 / -4.2" charge=+1 e_tot_ev=-19182.4169
H 0.73 -2.12 0.25
C 2.19 0.84 0.98
C -1.55 2.42 -0.24
H 0.28 -1.23 2.61
H -2.44 -1.18 -2.32
C 2.27 0.66 2.52
H 1.49 -2.57 2.69
C -2.02 -0.64 -3.14
H 2.32 1.93 0.86
N 1.14 0.00 0.33
H -0.56 -1.37 -0.96
C 0.00 0.55 -0.14
H -1.60 -1.44 -3.81
H -3.88 -1.22 0.47
C -0.94 -0.33 -0.95
O 2.30 -0.71 2.84
C -2.18 -0.45 -0.19
H 2.39 -1.63 0.33
N -0.26 1.90 -0.11
H -2.91 -0.04 -3.51
C -1.10 0.21 -2.31
H -0.08 0.41 -2.64
H 1.41 1.25 2.93
H -1.41 1.34 -2.39
O -1.95 3.46 -0.58
H 0.45 2.54 0.20
C 1.36 -1.41 0.70
C 1.36 -1.46 2.24
N -3.04 -1.25 -0.06
H 3.11 0.46 0.49
H 3.15 1.09 2.89

---

No. 3
19
Properties=species:S:1:pos:R:3 method="wB97M-V/def2-TZVPD" lumo_ev="6.5 / 6.5" charge=-2 e_tot_ev=-25294.3947
C 0.20 -0.85 1.74
O -0.73 -2.16 -1.24
H 0.52 -0.41 -1.67
O 2.43 1.27 0.93
N 1.41 1.56 -1.18
H 1.33 -0.75 1.75
C -0.08 -0.35 0.34
C 1.63 1.25 0.05
H 1.99 2.26 -1.53
O -1.75 1.49 1.40
C 0.25 -1.15 -0.89
O -2.67 -0.55 0.10
H 1.28 -1.70 -0.65
H -0.35 -0.15 2.27
H -1.59 -1.58 -1.12
O -1.45 1.43 -1.18
P -1.65 0.54 0.28
H -0.22 -1.91 1.84
H -0.56 1.77 -1.26

---

No. 4
5
Properties=species:S:1:pos:R:3 method="wB97M-V/def2-TZVPD" lumo_ev=-2.3 smiles="N#CC=S" charge=0 e_tot_ev=-14412.8033
N 0.45 1.62 -1.28
H -1.41 -0.57 0.68
C 0.12 0.64 -0.65
C -0.21 -0.44 0.19
S 1.05 -1.25 1.05

---

No. 5
28
Properties=species:S:1:pos:R:3 method="wB97M-V/def2-TZVPD" lumo_ev="-0.1 / 0.1" charge=0 e_tot_ev=-16929.5445
H 2.34 -0.22 -0.29
H 0.65 -3.46 -0.26
C 0.43 -1.26 -0.53
C 0.35 -2.59 0.32
H -2.59 0.73 1.69
H -0.80 3.72 0.06
C 1.76 -0.79 -0.98
H 0.38 -2.15 -2.51
H 2.40 1.07 1.16
C -0.82 2.84 0.71
Si -0.54 0.18 0.24
H -2.50 -1.00 1.49
N -0.41 1.80 -0.21
C -0.37 -1.61 -1.92
H -0.69 -0.71 -2.26
H 0.67 1.45 -1.78
C -2.27 -0.01 0.97
H -1.07 -2.42 -1.92
H 0.69 3.14 -1.40
H 1.79 -0.31 -1.93
H 1.65 1.90 -0.54
C 0.71 2.13 -1.05
H -0.68 -2.70 0.59
H 2.43 -1.56 -1.23
H 0.85 -2.70 1.28
H -1.74 2.65 1.24
H -3.06 0.16 0.29
H -0.05 2.78 1.44

---

No. 6
25
Properties=species:S:1:pos:R:3 method="wB97M-V/def2-TZVPD" lumo_ev=-3.0 charge=+1 e_tot_ev=-10481.5901
H -3.17 0.24 1.73
C -3.00 -0.10 0.71
N -0.35 -1.08 -0.80
H -3.99 0.12 0.31
H 0.82 -0.05 0.59
H -2.93 -1.18 0.60
H -0.47 0.95 -1.40
H -1.12 0.83 1.15
H 1.31 2.68 2.22
H 2.23 -0.91 0.99
H 2.32 0.70 0.77
H -1.98 0.16 -1.72
N 1.84 -0.14 0.46
H 0.96 1.75 3.32
C 0.84 -1.21 -1.65
H -0.89 -1.93 -0.77
C -1.12 0.13 -1.08
H 0.68 -0.89 -2.67
C 2.08 -0.46 -1.03
H 1.17 -2.23 -1.70
C -1.75 0.69 0.27
H 3.01 -1.03 -0.99
H 2.30 0.48 -1.52
H -1.94 1.73 -0.06
O 1.24 1.73 2.38